The following is a DFT calculation (ωB97M-V/def2-TZVPD) of a molecular structure, C4H5ORb at a distorted geometry.

Geometry as XYZ:
```
11
Properties=species:S:1:pos:R:3
C 0.33591 1.17723 1.73438
C 0.98004 0.71154 0.65776
C 0.34959 -0.08989 -0.44788
C -0.66079 -1.10972 0.06185
O -1.40698 -1.58374 -0.84249
Rb -2.82195 -2.38432 -4.12940
H -0.72210 0.96634 1.91102
H 0.86162 1.75559 2.49691
H 2.06555 0.84667 0.60682
H 1.09132 -0.87048 -0.82662
H -0.07220 0.58080 -1.22235
```

HOMO (spin up / spin down): -4.4501 / -4.4321 eV
Net charge: 0
LUMO level (spin up / spin down): -1.416 / -1.408 eV
Frontier orbital gap (spin up / spin down): 3.034 / 3.024 eV

---

The following is a DFT calculation (ωB97M-V/def2-TZVPD) of a single C4H5P molecule at a distorted geometry.

Geometry as XYZ:
```
10
Properties=species:S:1:pos:R:3
C 0.92378 -0.34020 -0.01424
C -1.84174 -0.34931 -0.02940
C -0.16963 -1.13561 0.03144
C 1.21207 1.14871 0.05934
P 2.65935 -0.13082 0.01961
H -2.72421 -1.05185 0.09325
H -1.92981 0.69899 0.20325
H -0.04270 -2.17044 -0.38369
H 0.86407 1.70153 -0.95708
H 1.04883 1.62899 0.97751
```

HOMO (spin up / spin down): -7.6006 / -9.7234 eV
Net charge: 0
LUMO level (spin up / spin down): 1.059 / -1.619 eV
ΔE to the lowest compared entry with this formula, charge and spin: 16.4 kJ/mol
2S+1: 3
<S²>: 2.01
Frontier orbital gap (spin up / spin down): 8.660 / 8.104 eV

---

The following is a DFT calculation (ωB97M-V/def2-TZVPD) of 2 unconnected molecules or ions with the total composition C4H6 at a distorted geometry.

Geometry as XYZ:
```
10
Properties=species:S:1:pos:R:3
C -0.48745 -1.12402 -1.09064
C -0.07976 -0.20090 -1.71125
H -0.92723 -2.18886 -0.83362
H -0.05074 0.88199 -2.10258
C 0.58722 0.84414 0.57183
C -0.09018 0.04451 1.38116
H 0.13620 1.20370 -0.33100
H 1.65938 1.23849 0.70374
H -1.05341 -0.36514 1.08726
H 0.30597 -0.33390 2.32510
```

HOMO: -9.1092 eV
SMILES string: C#C.C=C
Net charge: 0
LUMO level: 1.302 eV
ΔE to the lowest compared entry with this formula, charge and spin: 334.8 kJ/mol
Frontier orbital gap: 10.411 eV

---

The following is a DFT calculation (ωB97M-V/def2-TZVPD) of a single C4H6 molecule.

Geometry as XYZ:
```
10
Properties=species:S:1:pos:R:3
C 0.38516 -1.23769 0.43557
C 0.66748 0.19066 0.12288
C -0.21636 1.07009 -0.43234
C -1.50517 0.63340 -0.85293
H 1.25610 -1.88006 0.23704
H -0.49228 -1.53928 -0.14587
H 0.13796 -1.32628 1.50640
H 1.64145 0.56951 0.42599
H 0.09802 2.11517 -0.47263
H -2.14523 1.54353 -0.91551
```

HOMO (spin up / spin down): -8.2548 / -8.3429 eV
Net charge: 0
LUMO level (spin up / spin down): -0.758 / -0.769 eV
ΔE to the lowest compared entry with this formula, charge and spin: 292.8 kJ/mol
Frontier orbital gap (spin up / spin down): 7.496 / 7.574 eV

---

The following is a DFT calculation (ωB97M-V/def2-TZVPD) of a single C4H6 molecule at a distorted geometry.

Geometry as XYZ:
```
10
Properties=species:S:1:pos:R:3
C 0.75087 -0.59117 -0.06196
C 1.70285 0.28261 -0.08614
C -0.77967 -0.79381 -0.10677
C -1.27084 0.52924 -0.01759
H 1.62596 1.33761 -0.01417
H 2.62076 -0.21232 0.09961
H -1.01290 -1.37173 -0.98146
H -1.05915 -1.27105 0.84623
H -1.41853 0.88516 1.09692
H -1.15936 1.20545 -0.77468
```

HOMO (spin up / spin down): -7.0860 / -9.9354 eV
Net charge: 0
LUMO level (spin up / spin down): 1.204 / -0.425 eV
ΔE to the lowest compared entry with this formula, charge and spin: 0.0 kJ/mol
2S+1: 3
<S²>: 2.02
Frontier orbital gap (spin up / spin down): 8.290 / 9.510 eV

---

The following is a DFT calculation (ωB97M-V/def2-TZVPD) of a molecular structure, C4H6AgIO3 at a distorted geometry.

Geometry as XYZ:
```
15
Properties=species:S:1:pos:R:3
Ag -0.38506 4.99833 1.78925
I 1.04194 2.54104 2.66008
C -0.86764 -1.36664 0.78447
C -0.51458 -0.35151 -0.27842
C 0.87955 0.25147 -0.19599
O 1.37181 -0.00541 -1.42908
C 0.50234 -0.76671 -2.11636
O 0.87330 -1.30224 -3.12682
O -0.69930 -0.79467 -1.56572
H -0.21386 -2.22517 0.63086
H -1.89741 -1.65292 0.57065
H -0.93880 -0.88562 1.76000
H -1.28218 0.40730 -0.12645
H 1.30165 -0.17998 0.71163
H 0.82825 1.33273 -0.06811
```

HOMO (spin up / spin down): -18.4483 / -18.1012 eV
Net charge: +2
LUMO level (spin up / spin down): -8.924 / -13.009 eV
2S+1: 3
<S²>: 2.01
Frontier orbital gap (spin up / spin down): 9.524 / 5.092 eV

---

The following is a DFT calculation (ωB97M-V/def2-TZVPD) of a molecular structure, C4H6AgO3 at a distorted geometry.

Geometry as XYZ:
```
14
Properties=species:S:1:pos:R:3
C 1.56369 1.47852 -1.54135
C 1.94467 1.44049 -0.38795
H 0.99290 1.64474 -2.44548
H 2.44889 1.23432 0.54758
H 0.42935 1.04195 -0.55338
Ag -3.27284 1.11507 -0.29482
O -2.28286 -0.52631 0.47263
C -1.25546 -0.19031 -0.14993
O -1.17627 1.04333 -0.52983
O -0.05921 -0.69232 0.03835
C 0.12416 -1.71864 1.03818
H 1.18509 -1.97469 0.98973
H -0.13289 -1.32013 2.02413
H -0.50923 -2.57604 0.79215
```

HOMO (spin up / spin down): -20.5452 / -20.5088 eV
Net charge: +2
LUMO level (spin up / spin down): -9.656 / -13.383 eV
ΔE to the lowest compared entry with this formula, charge and spin: 258.4 kJ/mol
2S+1: 2
<S²>: 0.76
Frontier orbital gap (spin up / spin down): 10.889 / 7.126 eV

---

The following is a DFT calculation (ωB97M-V/def2-TZVPD) of a molecular structure, C4H6As2F15N2O8Pt at a distorted geometry.

Geometry as XYZ:
```
38
Properties=species:S:1:pos:R:3
Pt 3.24146 5.64968 -14.51123
N 6.29824 4.52550 -15.28527
O 5.24796 5.16485 -15.24616
O 7.32392 5.09530 -15.62844
O 6.40998 3.37045 -14.90505
N 0.75692 4.32235 -14.32942
O 0.99990 5.42602 -13.91549
O -0.26200 3.70271 -14.19905
O 1.72324 3.94936 -14.99868
As 3.52128 3.47444 -11.44349
F 3.88458 4.81727 -12.63557
F 5.22182 2.95473 -11.71443
F 3.35152 2.14721 -10.29808
F 1.83404 3.99203 -11.25124
F 3.07093 2.41288 -12.78789
F 4.04111 4.57065 -10.10233
As 2.39802 8.16808 -11.54789
F 0.69299 7.70678 -11.99727
F 2.52208 6.69523 -10.54598
F 4.08549 8.59955 -11.01529
F 2.28661 9.60173 -12.65416
F 1.65901 9.02839 -10.20870
F 2.99416 7.23426 -12.92522
C 2.24889 7.13738 -17.38089
O 2.08167 5.72658 -17.60625
O 2.60232 7.27161 -15.98497
C 3.09140 7.82497 -18.48413
F 4.25282 7.29014 -18.58258
F 2.52445 7.81211 -19.73799
F 3.22572 9.12795 -18.16977
C 1.05462 5.41262 -18.58467
C 0.71318 3.99828 -18.33891
H 0.75596 3.63020 -17.31383
H -0.15447 3.65442 -18.90197
H 1.53886 3.43991 -18.78002
H 1.50391 5.59591 -19.56071
H 0.13369 5.98619 -18.47970
H 1.24844 7.56859 -17.41653
```

HOMO (spin up / spin down): -0.2315 / -0.5237 eV
Net charge: -3
LUMO level (spin up / spin down): 6.592 / 6.591 eV
ΔE to the lowest compared entry with this formula, charge and spin: 288.8 kJ/mol
2S+1: 3
<S²>: 2.00
Frontier orbital gap (spin up / spin down): 6.823 / 7.114 eV

---

The following is a DFT calculation (ωB97M-V/def2-TZVPD) of 2 unconnected molecules or ions with the total composition C4H6BNO2 at a distorted geometry.

Geometry as XYZ:
```
14
Properties=species:S:1:pos:R:3
B -0.09405 -1.61700 -0.97669
C 2.31265 -0.94628 -0.20926
C -0.11150 2.20265 1.00148
C -0.08031 0.88282 0.50002
C 1.10867 -0.51440 -0.80049
N 3.29610 -1.29340 0.31165
O -0.24359 -2.70662 -0.16234
O -0.87646 -1.51191 -2.09617
H 0.74815 2.96574 0.94971
H -1.10771 2.44657 1.39233
H -0.94786 0.28762 0.74508
H 1.30702 0.32042 -1.54398
H 0.51691 -3.03898 0.39562
H -1.74403 -1.98994 -2.18781
```

HOMO (spin up / spin down): -7.4949 / -10.0424 eV
Net charge: 0
LUMO level (spin up / spin down): 0.376 / -2.940 eV
ΔE to the lowest compared entry with this formula, charge and spin: 0.0 kJ/mol
2S+1: 3
<S²>: 2.04
Frontier orbital gap (spin up / spin down): 7.871 / 7.102 eV

---

The following is a DFT calculation (ωB97M-V/def2-TZVPD) of a single C4H6Br2 molecule at a distorted geometry.

Geometry as XYZ:
```
12
Properties=species:S:1:pos:R:3
C 0.98137 0.54318 0.02374
C 0.57259 1.29211 1.35142
C -0.01373 -0.12896 -1.02070
C -0.79102 -1.30121 -0.56964
Br -0.05398 0.20021 2.73986
Br -0.86733 1.04096 -2.21703
H 1.56056 1.27127 -0.54479
H 1.64465 -0.27042 0.32964
H -0.05373 2.17016 1.23458
H -0.12630 -2.01974 -0.09187
H -1.30292 -1.77590 -1.40451
H -1.55016 -1.02165 0.16929
```

HOMO (spin up / spin down): -8.7168 / -8.1614 eV
Net charge: 0
LUMO level (spin up / spin down): -0.207 / -0.628 eV
ΔE to the lowest compared entry with this formula, charge and spin: 215.3 kJ/mol
Frontier orbital gap (spin up / spin down): 8.510 / 7.534 eV